Model 1:
# C3H10N3

A 2-piece molecular cluster, C3H10N3 overall (the ωB97M-V functional and the def2-TZVPD basis, the OMol25 dataset).

## Properties
Gap between HOMO and LUMO, eV: 9.425

Structure (ORCA input):
```
! wB97M-V def2-TZVPD RIJCOSX def2/J DEFGRID3
* xyz 1 1
H 2.038 -0.782 -1.423
N -0.076 1.840 -0.982
H 0.319 -2.538 1.716
C -1.065 1.598 -0.135
H -1.668 1.315 1.764
N 0.991 -1.295 0.200
H 0.023 1.649 1.567
C -0.031 -2.196 0.744
H -0.135 1.432 -1.906
H 0.853 1.944 -0.602
H -2.010 1.478 -0.653
N -0.891 1.516 1.153
C 1.260 -1.431 -1.028
H -0.142 -3.072 0.099
H 0.785 -2.158 -1.689
H -0.986 -1.689 0.870
*
```

Model 2:
# C3H10N3

A 2-piece molecular cluster, C3H10N3 overall (the ωB97M-V functional and the def2-TZVPD basis, the OMol25 dataset).

## Properties
Gap between HOMO and LUMO, eV: 7.021

Structure (ORCA input):
```
! wB97M-V def2-TZVPD RIJCOSX def2/J DEFGRID3
* xyz 1 1
N -0.623 -0.775 1.581
C -0.716 -1.182 0.204
H 2.771 2.196 -0.126
H -0.599 -1.580 2.200
C 2.027 1.753 0.532
H 0.821 0.155 0.986
N -0.835 -0.268 -2.047
H 1.148 0.341 -0.644
H -2.219 0.128 -0.448
H -1.437 -0.215 1.823
C -1.360 -0.478 -0.725
N 1.474 0.642 0.290
H 1.915 2.315 1.460
H -0.732 -1.188 -2.484
H -1.563 0.190 -2.589
H -0.072 -2.032 -0.014
*
```

Model 3:
# C3H10N3

C3H10N3 as an isolated structure (the ωB97M-V functional and the def2-TZVPD basis, the OMol25 dataset).

## Properties
Gap between HOMO and LUMO, eV: 10.253

Structure (ORCA input):
```
! wB97M-V def2-TZVPD RIJCOSX def2/J DEFGRID3
* xyz 1 1
H -1.563 0.972 -1.286
H -1.961 0.642 1.462
N -0.201 -0.426 -0.574
H -3.233 0.875 0.347
H 2.024 -1.681 0.658
H -0.011 -0.961 -1.452
H 0.770 2.039 -0.506
H 3.259 -0.358 0.940
H -0.189 -1.105 0.137
H -2.940 -0.709 0.773
N 1.431 1.585 0.023
C -2.393 0.241 0.573
N -1.540 0.148 -0.659
H 2.717 -0.881 -0.775
C 1.427 0.379 0.077
C 2.403 -0.761 0.261
*
```

Model 4:
# C3H10N3

An isolated ion of composition C3H10N3 and charge +1 (the ωB97M-V functional and the def2-TZVPD basis, the OMol25 dataset).

## Properties
Gap between HOMO and LUMO, eV: 11.455

Structure (ORCA input):
```
! wB97M-V def2-TZVPD RIJCOSX def2/J DEFGRID3
* xyz 1 1
H 1.933 -1.279 -1.931
H 2.735 0.048 -1.729
N -0.258 -0.413 -0.195
N -1.632 1.227 0.738
C -1.013 0.066 0.800
C 1.897 -0.459 -1.205
H -1.791 -0.453 2.613
H -1.340 1.962 0.105
H 0.941 1.404 -0.700
N -1.207 -0.756 1.851
H -0.113 -1.406 -0.243
H -1.027 -1.744 1.741
H 2.367 -0.676 -0.251
H 0.144 0.508 -1.993
C 0.656 0.412 -1.031
H -2.293 1.557 1.429
*
```

Relative energies in kcal/mol: model 1 28.2; model 2 56.2; model 3 85.1; model 4 0.0

Model 1:
# C3H10N3

An isolated ion of composition C3H10N3 and charge +1 (the ωB97M-V functional and the def2-TZVPD basis, the OMol25 dataset).

## Properties
Gap between HOMO and LUMO, eV: 11.743

Structure (ORCA input):
```
! wB97M-V def2-TZVPD RIJCOSX def2/J DEFGRID3
* xyz 1 1
H 0.509 -1.372 -0.005
H -1.110 1.666 -0.143
N -0.929 1.337 0.734
H 1.668 0.014 -3.052
H 0.171 1.122 -1.344
H -0.443 -1.600 2.091
C 0.299 0.142 -1.505
H 1.400 -1.490 -2.019
H -0.599 -0.272 3.110
C 1.599 -0.374 -1.981
C -0.584 0.015 0.909
H -0.465 -0.197 -2.215
H -0.819 2.025 1.486
H 2.498 -0.011 -1.468
N -0.575 -0.614 2.138
N -0.024 -0.520 -0.154
*
```

Model 2:
# C3H10N3

An isolated ion of composition C3H10N3 and charge +1 (the ωB97M-V functional and the def2-TZVPD basis, the OMol25 dataset).

## Properties
Gap between HOMO and LUMO, eV: 10.424

Structure (ORCA input):
```
! wB97M-V def2-TZVPD RIJCOSX def2/J DEFGRID3
* xyz 1 1
H 0.494 0.425 -1.745
C -0.917 0.694 0.928
H -1.588 1.237 0.342
H 2.890 0.817 1.433
H -2.076 -1.477 -0.326
H -0.617 -1.759 -1.435
H -0.034 1.146 1.492
H 2.549 1.200 -0.963
N -0.306 -0.399 0.137
C 1.873 0.603 -0.382
C -1.242 -1.071 -0.792
H 1.554 -0.198 1.497
N 0.650 0.264 -0.744
H -1.780 -0.458 -1.487
H -1.385 0.241 1.816
N 2.119 0.460 0.977
*
```

Relative energies in kcal/mol: model 1 0.0; model 2 42.3

Model 1:
# C5H6O3

C5H6O3 as an isolated structure (the ωB97M-V functional and the def2-TZVPD basis, the OMol25 dataset).

## Properties
Gap between HOMO and LUMO, eV: 10.103

Structure (ORCA input):
```
! wB97M-V def2-TZVPD RIJCOSX def2/J DEFGRID3
* xyz 0 1
H -0.066 1.624 -0.744
C -0.904 -0.428 -1.537
H -1.702 -1.333 0.919
H -0.498 1.280 1.074
C -0.005 1.012 0.099
H 1.440 0.419 1.626
O 1.422 -0.465 -0.519
C -0.093 -0.388 -0.291
C 1.474 0.670 0.453
H 2.303 1.551 0.254
H -0.559 -0.582 -2.517
O -2.167 -0.551 -1.510
O -0.001 -1.596 1.831
C -0.645 -1.215 0.863
*
```

Model 2:
# C5H6O3

A 2-piece molecular cluster, C5H6O3 overall (the ωB97M-V functional and the def2-TZVPD basis, the OMol25 dataset).

## Properties
Gap between HOMO and LUMO, eV: 9.608

Structure (ORCA input):
```
! wB97M-V def2-TZVPD RIJCOSX def2/J DEFGRID3
* xyz 0 1
H 0.871 1.872 0.260
H 2.175 0.818 -0.425
C 0.800 -1.499 -0.574
H -0.545 0.706 1.733
H -0.017 -2.213 -0.649
O -1.009 -1.236 1.574
C -1.974 1.316 -0.331
H 1.445 -1.497 -1.450
C 0.289 -0.133 -0.237
C -0.667 -0.184 1.085
O -1.912 0.824 -1.426
C 1.127 0.923 -0.183
O -2.015 2.211 0.408
H 1.433 -1.909 0.215
*
```

Model 3:
# C5H6O3

C5H6O3 as an isolated structure (the ωB97M-V functional and the def2-TZVPD basis, the OMol25 dataset).

## Properties
Gap between HOMO and LUMO, eV: 9.508

Structure (ORCA input):
```
! wB97M-V def2-TZVPD RIJCOSX def2/J DEFGRID3
* xyz 0 1
C 0.124 -1.138 1.493
C 0.496 0.138 0.879
H -0.972 1.315 -2.101
O 1.808 0.171 -0.328
O 0.419 1.210 1.505
C -0.374 -2.112 1.995
O -0.126 -1.030 -1.247
H 2.499 0.303 0.332
C 0.042 0.130 -0.619
H -1.697 1.293 -0.441
C -0.778 1.302 -1.029
H -0.252 2.214 -0.744
H -0.870 -2.900 2.496
H -0.319 -0.895 -2.190
*
```

Relative energies in kcal/mol: model 1 41.6; model 2 0.0; model 3 75.0

Model 1:
# C5H6O3

An isolated molecule of C5H6O3 (the ωB97M-V functional and the def2-TZVPD basis, the OMol25 dataset).

## Properties
Gap between HOMO and LUMO, eV: 9.111

Structure (ORCA input):
```
! wB97M-V def2-TZVPD RIJCOSX def2/J DEFGRID3
* xyz 0 1
C -0.688 -1.097 1.108
H -1.805 -1.155 0.876
C -0.287 -0.713 -0.284
O -0.491 -0.816 -1.730
H 0.200 1.680 1.786
H -0.138 -2.119 1.509
H -0.752 0.769 -2.666
C 0.580 0.770 1.506
C 0.220 0.444 -2.122
O 0.729 1.307 -1.102
H 0.949 0.089 -2.776
C 0.437 0.387 0.051
O -0.577 0.130 1.936
H 1.622 0.324 1.907
*
```

Model 2:
# C5H6O3

An isolated molecule of C5H6O3 (the ωB97M-V functional and the def2-TZVPD basis, the OMol25 dataset).

## Properties
Gap between HOMO and LUMO, eV: 10.571

Structure (ORCA input):
```
! wB97M-V def2-TZVPD RIJCOSX def2/J DEFGRID3
* xyz 0 1
O -1.068 -1.621 -1.060
H 1.581 3.599 -0.048
O -0.199 -0.287 0.535
H 1.413 -2.443 -1.235
H 1.952 -1.298 0.030
C 1.181 -1.999 -0.275
C -0.265 2.358 -0.187
H -1.420 0.850 1.637
O -1.320 1.590 -0.287
H -2.244 -0.081 0.317
H 1.114 -2.796 0.462
C 0.789 2.929 -0.129
C -1.365 0.506 0.596
C -0.150 -1.307 -0.355
*
```

Relative energies in kcal/mol: model 1 76.4; model 2 0.0